36
Properties=species:S:1:pos:R:3:lowdin_spin:R:1 method="wB97M-V/def2-TZVPD" spin_multiplicity=4 energy_ha=-2197.816684 e_above_lowest_kcal_mol=0.0 e_homo_ev="-12.082 / -12.065" total_charge=+1
Co 3.455 -4.194 -19.372 2.755
O 2.631 -5.932 -19.234 0.162
H 2.222 -6.564 -18.636 0.007
C 1.501 -3.522 -22.839 0.000
C 0.971 -2.819 -21.556 0.007
C -0.534 -3.122 -21.453 0.003
O -0.991 -2.763 -20.181 0.000
C -2.330 -3.150 -19.942 0.000
N 1.565 -3.584 -20.377 0.048
H 1.394 -4.603 -22.744 0.000
H 2.537 -3.260 -23.046 0.000
H 0.868 -3.201 -23.667 0.000
H 1.334 -1.799 -21.466 0.000
H -0.592 -4.209 -21.614 0.000
H -1.146 -2.719 -22.265 0.001
H -2.417 -4.233 -20.090 0.000
H -3.116 -2.617 -20.476 0.000
H -2.451 -3.051 -18.862 0.000
H 0.811 -3.284 -19.734 0.002
H 1.225 -4.542 -20.495 0.001
C 4.577 -9.054 -20.229 0.000
O 4.747 -10.273 -20.163 0.003
N 3.790 -8.435 -19.330 0.006
N 5.160 -8.285 -21.180 0.000
H 3.127 -9.092 -18.944 0.000
H 3.617 -7.436 -19.237 0.001
H 5.723 -8.789 -21.843 0.000
H 4.825 -7.344 -21.232 0.000
C -0.369 -6.966 -20.896 0.000
O -1.517 -7.194 -21.268 0.001
N -0.047 -6.524 -19.656 0.003
N 0.700 -7.292 -21.666 0.000
H -0.780 -6.496 -18.969 0.000
H 0.946 -6.433 -19.459 0.000
H 0.521 -7.632 -22.595 0.000
H 1.626 -6.997 -21.410 0.000